Entry 1:
Density functional theory data (ωB97M-V/def2-TZVPD) for a molecular structure, C31H33AsCl2F2NOPTl.

Properties
* total charge: +1
* HOMO: -10.82 eV
* E_tot: -141515.8706 eV
* energy relative to the best compared isomer or geometry (same formula, charge and spin): 0.0 kcal/mol
* HOMO-LUMO gap: 8.705 eV

Geometry as XYZ:
```
73
C31H33AsCl2F2NOPTl ωB97M-V/def2-TZVPD
Tl 1.502 0.461 -1.124
N 1.186 1.320 3.206
C 1.448 1.163 1.907
O 0.553 0.867 1.108
C 2.867 1.396 1.440
C 3.229 0.594 0.198
H 0.244 1.175 3.534
H 1.905 1.562 3.864
H 3.559 1.195 2.261
H 2.926 2.471 1.232
H 3.541 -0.419 0.446
H 4.042 1.070 -0.347
F -0.598 0.364 -3.285
C 0.701 -0.028 -3.131
F 0.740 -1.377 -3.341
H 1.283 0.448 -3.923
Cl -1.944 0.977 -0.331
C -3.226 0.684 -1.528
Cl -4.186 2.137 -1.819
H -3.870 -0.093 -1.134
H -2.756 0.383 -2.454
C -0.531 3.712 -2.458
P 0.953 3.221 -1.526
C 2.321 3.823 -2.570
C 0.953 4.309 -0.071
C 0.053 4.034 0.960
C 0.011 4.843 2.084
C 0.875 5.924 2.200
C 1.774 6.202 1.182
C 1.812 5.401 0.048
H -0.482 4.766 -2.730
H -1.415 3.536 -1.844
H -0.617 3.101 -3.357
H 2.158 4.845 -2.911
H 2.404 3.181 -3.448
H 3.262 3.773 -2.021
H -0.620 3.189 0.880
H -0.701 4.631 2.872
H 0.842 6.553 3.080
H 2.444 7.047 1.265
H 2.516 5.639 -0.738
C 2.059 -6.342 -0.656
C 1.274 -6.083 0.460
C 0.669 -4.844 0.616
C 0.855 -3.858 -0.347
C 1.650 -4.115 -1.461
C 2.245 -5.359 -1.617
As 0.030 -2.108 -0.208
C -0.698 -2.100 1.577
C -0.006 -1.944 2.767
C -0.705 -1.919 3.966
C -2.091 -2.037 3.962
C -2.783 -2.199 2.771
C -2.088 -2.241 1.566
C -2.686 -2.445 0.229
C -4.035 -2.651 -0.036
C -4.459 -2.856 -1.343
C -3.546 -2.852 -2.391
C -2.196 -2.637 -2.138
C -1.774 -2.442 -0.833
H 2.526 -7.310 -0.774
H 1.127 -6.849 1.209
H 0.050 -4.652 1.484
H 1.800 -3.349 -2.213
H 2.855 -5.559 -2.488
H 1.075 -1.856 2.768
H -0.173 -1.820 4.903
H -2.635 -2.016 4.897
H -3.860 -2.301 2.788
H -4.759 -2.663 0.769
H -5.509 -3.025 -1.544
H -3.885 -3.018 -3.405
H -1.485 -2.632 -2.954
```

Entry 2:
Density functional theory data (ωB97M-V/def2-TZVPD) for a molecular structure, C46H57AsNP2RuSi2.

Properties
* multiplicity: 2
* HOMO (alpha / beta): -7.16 / -7.15 eV
* E_tot: -147870.3470 eV
* HOMO-LUMO gap (alpha / beta): 6.071 / 6.336 eV

Geometry as XYZ:
```
110
C46H57AsNP2RuSi2 ωB97M-V/def2-TZVPD
Ru 0.935 -0.160 0.106
C -1.553 -2.202 0.324
P -1.167 -0.819 1.533
C -2.933 -0.557 1.973
C -3.756 -0.084 0.950
C -5.110 0.090 1.152
C -5.672 -0.212 2.383
C -4.865 -0.696 3.398
C -3.505 -0.863 3.203
C -0.568 -1.551 3.093
C -0.142 -2.862 3.263
C 0.334 -3.283 4.493
C 0.381 -2.408 5.566
C -0.043 -1.098 5.406
C -0.508 -0.671 4.178
C -1.651 -1.525 -0.999
C -2.573 -1.631 -2.040
C -2.115 -0.786 -3.059
C -0.946 -0.194 -2.589
C 0.021 0.703 -3.283
P 1.330 1.258 -2.087
C 2.831 1.223 -3.142
C 4.057 1.058 -2.502
C 5.233 1.055 -3.227
C 5.197 1.208 -4.604
C 3.983 1.387 -5.248
C 2.806 1.409 -4.523
C 1.275 3.094 -2.087
C 0.517 3.906 -2.920
C 0.662 5.280 -2.860
C 1.559 5.861 -1.978
C 2.331 5.056 -1.155
C 2.190 3.685 -1.218
N -0.689 -0.637 -1.341
H -2.475 -2.722 0.599
H -0.712 -2.905 0.329
H -3.333 0.101 -0.028
H -5.727 0.457 0.343
H -6.728 -0.069 2.547
H -5.303 -0.950 4.351
H -2.900 -1.255 4.005
H -0.196 -3.559 2.441
H 0.663 -4.304 4.623
H 0.735 -2.750 6.526
H -0.025 -0.415 6.244
H -0.852 0.347 4.042
H -3.445 -2.258 -2.058
H -2.557 -0.624 -4.022
H -0.491 1.553 -3.741
H 0.519 0.144 -4.086
H 4.060 0.922 -1.426
H 6.182 0.943 -2.721
H 6.117 1.217 -5.168
H 3.952 1.536 -6.318
H 1.874 1.586 -5.040
H -0.207 3.484 -3.600
H 0.071 5.909 -3.508
H 1.649 6.936 -1.935
H 3.041 5.492 -0.466
H 2.782 3.037 -0.591
C 3.912 2.010 1.563
Si 2.274 0.975 1.803
C 1.511 1.817 3.391
C 3.133 -0.686 2.461
C 3.764 -0.606 3.698
C 4.567 -1.634 4.161
C 4.759 -2.763 3.382
C 4.105 -2.865 2.168
C 3.283 -1.846 1.700
Si 2.349 -2.154 0.019
C 1.797 -4.026 0.219
C 3.713 -2.334 -1.358
H 4.580 1.811 2.397
H 3.703 3.076 1.542
H 4.454 1.751 0.657
H 1.500 1.120 4.224
H 0.484 2.142 3.233
H 2.091 2.691 3.671
H 3.644 0.277 4.308
H 5.060 -1.549 5.122
H 5.414 -3.556 3.720
H 4.241 -3.748 1.559
H 2.560 -4.670 -0.207
H 0.873 -4.259 -0.305
H 1.677 -4.292 1.266
H 4.568 -2.877 -0.967
H 4.063 -1.384 -1.746
H 3.307 -2.898 -2.192
C -4.166 4.231 2.595
C -3.744 3.874 1.175
As -2.130 2.704 1.039
C -0.678 4.047 1.304
C -0.781 5.374 0.582
C -2.103 2.525 -0.954
C -2.773 3.589 -1.811
H -4.998 4.937 2.572
H -3.347 4.699 3.141
H -4.478 3.335 3.132
H -3.582 4.785 0.598
H -4.557 3.325 0.693
H 0.254 3.540 1.035
H -0.632 4.229 2.381
H -0.724 5.234 -0.494
H 0.036 6.040 0.864
H -1.721 5.872 0.822
H -2.565 1.567 -1.206
H -1.046 2.424 -1.226
H -3.838 3.652 -1.596
H -2.669 3.326 -2.865
H -2.337 4.575 -1.670
```

Entry 3:
Density functional theory data (ωB97M-V/def2-TZVPD) for a single C4H7NO molecule.

Properties
* SMILES: NC[C@@H]1CC1=O
* HOMO: -8.84 eV
* E_tot: -7797.1482 eV
* energy relative to the best compared isomer or geometry (same formula, charge and spin): 57.6 kcal/mol
* HOMO-LUMO gap: 9.739 eV

Geometry as XYZ:
```
13
C4H7NO ωB97M-V/def2-TZVPD
N 0.901 -1.257 -0.137
C 0.802 0.018 -0.844
C -0.446 0.742 -0.366
C -0.694 0.748 1.175
C -1.467 -0.118 0.266
O -2.342 -0.926 0.134
H 1.537 -1.224 0.647
H 1.172 -2.021 -0.739
H 1.692 0.652 -0.701
H 0.710 -0.173 -1.919
H -0.748 1.627 -0.926
H 0.087 0.325 1.803
H -1.204 1.606 1.606
```

Entry 4:
Density functional theory data (ωB97M-V/def2-TZVPD) for a molecular structure, C18H15AsNO6SV.

Properties
* multiplicity: 3
* HOMO (alpha / beta): -8.68 / -8.78 eV
* E_tot: -130047.4465 eV
* HOMO-LUMO gap (alpha / beta): 8.600 / 8.983 eV

Geometry as XYZ:
```
43
C18H15AsNO6SV ωB97M-V/def2-TZVPD
V 0.005 0.063 0.023
O -0.998 -3.341 -2.776
As -0.013 -1.962 -2.323
O 0.011 -0.843 -3.498
O -0.700 -1.446 -0.846
C 1.660 -2.854 -1.942
C 1.904 -3.975 -2.726
C 3.102 -4.669 -2.623
C 4.074 -4.242 -1.740
C 3.851 -3.121 -0.954
C 2.652 -2.429 -1.049
S 2.485 -1.070 0.089
O 1.455 -1.442 1.072
O 3.784 -0.788 0.606
O 1.879 0.079 -0.685
H -1.584 -3.056 -3.490
H 1.143 -4.310 -3.417
H 3.269 -5.543 -3.240
H 5.013 -4.772 -1.657
H 4.603 -2.769 -0.263
N -0.725 0.075 1.995
C -0.860 1.376 2.628
C -0.392 1.522 3.925
C -0.472 2.747 4.565
C -1.030 3.824 3.895
C -1.496 3.669 2.600
C -1.427 2.446 1.929
C -1.918 2.351 0.521
C -3.048 3.087 0.155
C -3.491 3.094 -1.159
C -2.799 2.383 -2.132
C -1.680 1.648 -1.770
C -1.235 1.594 -0.444
H -0.085 -0.513 2.524
H -1.619 -0.416 1.958
H 0.039 0.668 4.435
H -0.097 2.856 5.574
H -1.090 4.792 4.375
H -1.897 4.523 2.072
H -3.599 3.641 0.905
H -4.380 3.653 -1.422
H -3.137 2.394 -3.160
H -1.159 1.073 -2.530
```

Entry 5:
Density functional theory data (ωB97M-V/def2-TZVPD) for 2 unconnected molecules or ions with the total composition C3H4Cl2.

Properties
* HOMO (alpha / beta): -9.08 / -8.40 eV
* E_tot: -28216.2683 eV
* energy relative to the best compared isomer or geometry (same formula, charge and spin): 89.7 kcal/mol
* HOMO-LUMO gap (alpha / beta): 7.006 / 5.550 eV

Geometry as XYZ:
```
9
C3H4Cl2 ωB97M-V/def2-TZVPD
C -0.027 -0.940 -0.173
C 0.155 0.085 0.961
C -0.671 0.349 -0.156
Cl 1.720 1.658 -1.739
Cl -2.010 1.230 -0.716
H 0.738 -0.957 -0.948
H -0.711 -1.702 -0.142
H -0.296 -0.133 1.968
H 1.102 0.410 0.944
```

Entry 6:
Density functional theory data (ωB97M-V/def2-TZVPD) for a gas-phase ion, C2H6O2P (charge -1).

Properties
* SMILES: C=[P@](C)([O-])O
* total charge: -1
* HOMO: -2.83 eV
* E_tot: -15555.7254 eV
* energy relative to the best compared isomer or geometry (same formula, charge and spin): 43.5 kcal/mol
* HOMO-LUMO gap: 7.071 eV

Geometry as XYZ:
```
11
C2H6O2P ωB97M-V/def2-TZVPD
C 0.904 -1.228 -1.084
P -0.404 -0.239 -0.514
C -0.076 0.445 1.373
O -1.765 -0.795 -0.587
O -0.312 1.303 -1.280
H 0.967 -2.061 -0.297
H 1.738 -0.529 -0.933
H -1.042 0.780 1.734
H 0.446 -0.339 1.919
H 0.538 1.514 1.538
H -0.994 1.148 -1.868
```